Molecular formula: C24H36NO6
Method: DFT, ωB97M-V with the def2-TZVPD basis set

XYZ file:
```
67
Properties=species:S:1:pos:R:3:forces:R:3
C 7.545 -1.797 2.681 -0.79 1.03 -0.16
C 6.771 -0.469 2.350 -0.26 1.58 -0.27
C 7.495 0.796 2.203 -1.82 0.23 -0.11
C 6.781 2.047 1.936 -1.74 -2.50 0.21
C 5.329 2.006 1.797 -0.16 -0.76 -0.29
C 4.515 3.326 1.554 0.80 0.42 0.43
C 4.367 4.000 3.001 0.00 -1.28 -0.33
C 5.261 4.361 0.609 -0.75 0.31 0.15
C 4.581 0.740 1.918 3.08 0.03 0.40
O 3.189 0.788 1.791 0.50 -0.93 -0.02
C 2.638 -0.440 1.344 1.31 -0.27 -1.19
O 1.298 -0.155 0.900 -0.99 0.42 1.19
C 0.446 0.077 1.945 0.31 -0.17 0.22
O 0.733 -0.128 3.093 -0.39 0.19 -0.51
C -0.966 0.620 1.612 -2.54 0.82 -0.60
C -1.441 0.961 0.265 -1.22 0.16 1.47
C -2.804 1.433 0.109 1.05 -0.19 0.32
N -3.657 1.583 1.192 2.01 -0.79 0.43
C -3.255 1.284 2.472 1.12 -0.70 1.03
C -4.223 1.505 3.668 0.27 0.63 -0.91
C -1.914 0.801 2.729 0.42 0.14 -2.45
C 5.315 -0.497 2.190 1.00 1.69 -0.12
H 6.881 -2.402 3.347 0.70 0.25 -0.62
H 7.737 -2.326 1.716 -0.01 0.20 0.93
H 8.503 -1.580 3.222 -0.90 -0.22 -0.63
H 8.607 0.833 2.296 -1.12 -0.20 -0.02
H 7.278 3.035 1.835 -0.23 -1.01 0.09
H 3.514 3.127 1.085 0.95 -0.16 0.74
H 5.374 4.406 3.289 -1.06 -0.09 -0.25
H 4.166 3.160 3.725 -0.10 1.01 -0.53
H 3.546 4.756 3.046 0.84 -0.44 -0.01
H 6.010 3.900 -0.080 -0.50 0.38 0.72
H 4.504 4.891 -0.039 0.74 -0.55 0.64
H 5.698 5.158 1.271 0.03 -0.78 -0.92
H 3.199 -0.763 0.419 -0.76 0.30 0.82
H 2.705 -1.282 2.076 -0.56 0.96 -0.24
H -0.771 0.862 -0.625 -0.83 0.13 0.97
H -3.245 1.742 -0.872 0.62 -0.46 1.01
H -4.618 1.922 1.074 0.54 -0.15 -0.21
H -3.607 1.450 4.600 -0.83 0.13 -0.79
H -4.674 2.532 3.530 0.51 -0.95 0.47
H -5.083 0.792 3.705 0.91 0.33 -0.13
H -1.546 0.552 3.751 -0.58 0.30 -0.93
H 4.812 -1.483 2.294 0.38 0.94 -0.06
C -2.438 -2.698 -1.828 -0.03 -0.30 -0.12
O -3.757 -2.895 -2.277 0.22 0.44 -0.08
C -4.626 -1.873 -1.828 -0.38 -0.39 -0.28
C -5.615 -1.471 -2.913 -0.10 0.15 -0.02
O -5.050 -0.721 -3.984 0.08 -0.14 0.19
C -4.159 -1.406 -4.865 0.01 0.06 -0.22
C -4.816 -2.470 -5.733 0.24 -0.21 0.31
O -5.155 -3.614 -4.962 -0.35 0.29 0.09
C -6.375 -4.215 -5.354 0.20 -0.12 0.10
H -2.362 -2.937 -0.763 0.19 0.10 0.10
H -1.783 -3.360 -2.395 -0.07 -0.05 0.09
H -2.118 -1.665 -2.013 0.08 0.02 0.08
H -4.060 -0.985 -1.513 0.03 -0.01 -0.05
H -5.177 -2.267 -0.966 -0.13 0.22 0.11
H -6.350 -0.804 -2.453 0.07 0.08 -0.02
H -6.174 -2.329 -3.287 0.22 -0.13 0.08
H -3.303 -1.805 -4.321 -0.09 -0.23 0.02
H -3.767 -0.634 -5.533 -0.15 0.03 0.02
H -4.112 -2.789 -6.509 0.03 0.23 -0.14
H -5.701 -2.041 -6.214 -0.03 0.00 0.02
H -7.161 -3.465 -5.500 0.02 0.00 -0.10
H -6.693 -4.880 -4.551 0.12 -0.03 -0.05
H -6.237 -4.800 -6.267 -0.17 0.03 -0.07
```
Positions in Å, forces in eV/Å.

Values from the calculation:
Net charge: +1
Gap between HOMO and LUMO (eV): 5.050


Molecular formula: C7H7GaN2O6
Method: DFT, ωB97M-V with the def2-TZVPD basis set

XYZ file:
```
23
Properties=species:S:1:pos:R:3:forces:R:3
O 2.563 -1.125 -3.633 -1.55 0.75 2.12
C 1.916 -0.824 -2.745 1.46 -0.75 -1.98
Ga -0.268 0.036 0.481 -0.65 1.71 1.70
O 0.718 -3.191 0.077 -1.52 5.12 0.65
C 0.386 -2.095 0.219 1.32 -4.75 -0.47
C 0.108 1.789 -0.505 -2.46 0.95 -1.21
O -0.294 2.874 -0.188 0.76 -0.78 -0.07
C -1.683 -0.083 -1.125 -3.46 -0.46 -4.59
O -2.256 0.108 -2.107 2.47 -0.32 3.77
C 1.715 0.750 0.619 7.36 0.99 2.57
O 2.707 1.321 0.820 -4.75 -2.01 -1.20
H 0.554 1.538 -1.501 0.60 0.67 0.06
C -2.181 1.508 4.513 0.19 0.24 0.64
N -2.767 0.415 3.738 -0.17 -0.53 -1.70
C -2.290 0.096 2.539 0.14 -0.36 1.09
N -2.908 -0.813 1.717 0.00 0.55 0.26
O -1.126 0.562 2.226 0.73 -0.87 -2.41
H -1.299 1.911 4.002 -0.41 -0.22 0.15
H -1.889 1.141 5.495 0.02 0.00 -0.01
H -2.921 2.299 4.643 0.04 -0.09 -0.08
H -3.647 -0.026 4.013 0.36 0.52 0.09
H -2.840 -0.651 0.701 -0.46 -0.17 1.14
H -3.821 -1.099 2.057 -0.01 -0.20 -0.52
```
Positions in Å, forces in eV/Å.

Values from the calculation:
Net charge: +2
Gap between HOMO and LUMO (spin up / spin down) (eV): 6.938 / 6.938


Molecular formula: C5H4N
Method: DFT, ωB97M-V with the def2-TZVPD basis set

XYZ file:
```
10
Properties=species:S:1:pos:R:3:forces:R:3
C 1.872 1.451 -1.033 1.53 1.11 -0.54
C 0.912 0.729 -0.644 -2.44 -2.17 0.61
C -0.013 -1.085 2.151 -2.57 2.00 -4.84
C -0.602 0.794 -1.069 1.78 0.38 4.11
C -0.037 -0.256 -0.131 1.26 -1.17 -6.32
N -0.313 -0.681 1.069 2.31 -2.00 6.63
H -0.233 -1.198 3.171 0.29 -0.47 1.35
H -0.929 1.635 -0.481 -0.91 0.23 -0.15
H -1.028 0.659 -1.991 -0.44 -0.78 -2.23
H 0.373 -2.046 -1.043 -0.80 2.85 1.37
```
Positions in Å, forces in eV/Å.

Values from the calculation:
Net charge: +1
ΔE to the lowest compared entry with this formula, charge and spin (kcal/mol): 178.64
Gap between HOMO and LUMO (eV): 7.199


Molecular formula: C4H9NO
Method: DFT, ωB97M-V with the def2-TZVPD basis set

XYZ file:
```
15
Properties=species:S:1:pos:R:3:forces:R:3
C 2.572 -0.144 0.503 1.16 0.15 0.11
C 2.259 0.940 -0.206 0.20 0.20 -0.12
C -0.380 0.312 -0.263 -0.11 0.12 -0.13
O -0.055 -0.753 0.452 -0.01 0.13 -0.11
N -1.686 0.372 -0.536 0.52 0.26 0.08
C -2.712 -0.546 -0.098 0.05 -0.23 0.22
H 0.960 -0.701 0.577 -1.36 0.06 -0.24
H 2.948 -1.038 0.012 -0.19 0.00 0.05
H 2.671 -0.100 1.587 -0.09 -0.02 -0.15
H 2.039 1.892 0.264 -0.12 -0.15 -0.02
H 2.273 0.947 -1.293 -0.05 -0.07 0.20
H -1.990 1.189 -1.041 0.21 -0.10 0.06
H -3.623 -0.407 -0.668 -0.07 0.08 -0.13
H -2.345 -1.548 -0.249 -0.06 -0.42 0.02
H -2.931 -0.415 0.958 -0.07 -0.01 0.15
```
Positions in Å, forces in eV/Å.

Values from the calculation:
ΔE to the lowest compared entry with this formula, charge and spin (kcal/mol): 78.99
Gap between HOMO and LUMO (eV): 9.178


Molecular formula: C25H55N3O3
Method: DFT, ωB97M-V with the def2-TZVPD basis set

XYZ file:
```
86
Properties=species:S:1:pos:R:3:forces:R:3
O -1.215 -2.571 1.400 1.70 -2.63 0.70
C -1.437 -1.338 1.045 -1.51 2.23 -0.60
O -0.631 -0.664 0.432 3.36 0.97 -2.04
O -2.542 -0.931 1.394 -2.55 1.35 0.86
H -1.987 -2.578 1.971 -0.61 -1.44 0.62
C -5.897 2.974 1.883 0.72 -0.67 -0.14
C -4.698 2.430 1.031 -1.20 -0.35 1.51
C -4.051 3.531 0.304 1.22 0.39 -0.37
N -2.741 3.043 -0.314 -0.32 -0.55 -1.32
C -3.173 1.808 -1.195 0.29 1.45 -0.40
C -1.642 2.630 0.675 -1.48 -0.55 0.42
C -0.362 2.951 0.007 1.86 0.44 0.13
C -0.606 4.254 -0.750 -0.97 0.28 0.13
C -2.107 4.167 -1.172 0.65 -0.65 -0.41
H -6.709 3.150 1.177 -0.31 0.01 0.51
H -5.715 3.859 2.492 0.42 0.38 -0.55
H -6.130 2.260 2.673 -0.49 -0.38 -0.51
H -5.075 1.675 0.341 -0.18 0.07 0.14
H -3.967 1.905 1.646 -0.03 0.05 0.25
H -3.813 4.362 0.967 0.11 0.07 -0.07
H -4.659 3.885 -0.528 0.05 0.16 0.02
H -3.257 0.891 -0.612 0.40 0.18 0.06
H -2.540 1.759 -2.081 0.61 -0.32 0.52
H -4.130 2.065 -1.650 -0.17 0.04 0.37
H -1.801 1.586 0.946 0.18 -0.16 -0.19
H -1.798 3.205 1.588 0.01 0.32 -0.12
H 0.117 2.147 -0.552 -0.81 -0.20 -0.61
H 0.440 3.119 0.726 -0.21 0.19 0.49
H 0.107 4.445 -1.552 -0.36 -0.22 -0.24
H -0.517 5.121 -0.096 0.12 -0.15 0.27
H -2.175 3.872 -2.219 -0.24 -0.04 0.09
H -2.667 5.094 -1.049 0.07 -0.18 0.22
C -0.373 1.117 3.855 0.25 -0.98 -1.52
C 1.139 0.947 3.485 -0.44 -0.52 1.27
C 1.524 -0.522 3.213 0.20 -0.27 -1.31
N 2.890 -0.705 2.416 -0.04 -0.24 0.44
C 2.784 -0.249 0.940 0.78 2.35 1.40
C 4.120 -0.090 3.144 0.09 1.27 -1.08
C 4.506 -1.007 4.243 -0.94 -0.12 0.60
C 4.443 -2.317 3.529 -0.74 -1.39 -0.14
C 3.356 -2.139 2.408 0.68 -0.78 0.41
H -0.904 0.611 3.048 -0.34 -0.17 -0.09
H -0.732 2.143 3.776 0.40 0.08 0.54
H -0.703 0.611 4.763 0.32 0.34 0.16
H 1.705 1.188 4.385 0.28 0.62 -0.19
H 1.368 1.643 2.678 0.20 -0.24 -0.03
H 0.822 -1.102 2.614 -0.20 0.49 -0.50
H 1.535 -1.116 4.127 0.74 0.24 0.19
H 2.238 -0.835 0.200 -0.15 -0.32 0.89
H 3.780 0.050 0.613 0.46 -1.18 -0.08
H 2.446 0.786 0.984 -1.12 -0.21 0.00
H 4.887 -0.178 2.375 0.11 0.69 -0.04
H 3.954 0.923 3.509 -0.19 0.08 -0.63
H 5.479 -0.841 4.706 -0.13 0.40 -0.22
H 3.729 -0.880 4.997 0.16 -0.42 0.43
H 5.415 -2.562 3.101 -0.09 0.13 -0.25
H 4.204 -3.161 4.175 -0.11 0.07 0.02
H 3.868 -2.292 1.458 -0.42 -0.12 -0.08
H 2.507 -2.813 2.516 0.03 0.12 -0.15
C 1.564 -4.420 -0.624 -1.10 -0.38 0.35
C 0.907 -3.981 -1.933 1.06 0.39 -0.69
C 1.093 -2.449 -2.182 -0.77 -1.16 -0.36
N 0.414 -1.890 -3.439 -0.40 -0.38 -1.55
C -1.156 -1.863 -3.283 1.77 0.20 0.52
C 0.790 -2.619 -4.791 -0.53 0.70 0.57
C 0.589 -1.533 -5.907 0.68 -1.25 0.19
C 0.669 -0.187 -5.203 0.09 0.51 0.13
C 1.039 -0.491 -3.738 -2.29 -1.10 0.57
H 2.563 -4.042 -0.412 -0.03 0.22 -0.31
H 1.624 -5.507 -0.672 0.17 0.00 0.18
H 0.889 -4.191 0.201 0.19 0.16 0.23
H -0.089 -4.410 -2.048 -0.28 0.56 0.44
H 1.467 -4.535 -2.686 0.10 0.33 -0.50
H 2.169 -2.306 -2.279 -0.01 0.17 -0.29
H 0.748 -1.833 -1.352 -0.34 -0.05 0.14
H -1.476 -2.872 -3.022 0.06 0.10 -0.31
H -1.633 -1.472 -4.181 0.29 -0.23 -0.02
H -1.370 -1.218 -2.431 0.07 0.04 0.03
H 0.145 -3.483 -4.950 0.08 0.04 0.27
H 1.816 -2.954 -4.640 0.00 0.12 -0.24
H -0.339 -1.723 -6.446 -0.18 0.26 0.32
H 1.343 -1.627 -6.688 0.22 -0.17 0.24
H -0.281 0.325 -5.361 -0.23 -0.04 0.82
H 1.345 0.539 -5.655 0.47 -0.39 0.04
H 0.492 0.114 -3.014 0.63 0.57 0.02
H 2.071 -0.688 -3.450 0.09 0.78 -0.57
```
Positions in Å, forces in eV/Å.

Values from the calculation:
Net charge: +2
ΔE to the lowest compared entry with this formula, charge and spin (kcal/mol): 49.59
Gap between HOMO and LUMO (eV): 8.367


Molecular formula: C3H8N3
Method: DFT, ωB97M-V with the def2-TZVPD basis set

XYZ file:
```
14
Properties=species:S:1:pos:R:3:forces:R:3
C 1.797 0.482 0.631 -1.28 -0.82 1.64
C 2.037 0.106 -0.747 0.68 -0.98 -2.20
C -1.252 0.100 -0.860 -5.80 -1.15 3.45
N -2.295 -0.032 -0.215 8.49 1.29 -5.25
N -3.244 -0.004 0.622 0.70 -2.02 1.98
N 0.909 -0.539 -0.058 0.17 2.54 -0.03
H 2.448 -0.116 1.233 0.68 0.25 0.67
H 1.320 1.278 1.270 0.52 -0.32 -1.75
H 1.664 0.588 -1.662 0.33 0.62 0.63
H 2.974 -0.471 -1.022 -1.25 0.62 0.73
H 0.989 -1.420 0.332 0.80 -2.21 0.61
H -0.273 -0.013 -1.412 -1.75 0.26 0.51
H -3.117 -0.578 1.485 -0.53 1.03 -1.03
H -3.957 0.619 0.401 -1.76 0.89 0.05
```
Positions in Å, forces in eV/Å.

Values from the calculation:
Net charge: +1
ΔE to the lowest compared entry with this formula, charge and spin (kcal/mol): 147.72
Gap between HOMO and LUMO (eV): 10.407


Taking the records one at a time from the top gives max |F| values of 0.06044, 0.15280, 0.14204, 0.02698, 0.07870, 0.19581 hartree/bohr.